Record 1
C5H8O2 | the ωB97M-V functional and the def2-TZVPD basis

```
15
C5H8O2 | the Open Molecules 2025 dataset | the ωB97M-V functional and the def2-TZVPD basis
C 1.99955 -0.34947 0.89685
C 0.77251 -0.48750 0.08025
C 0.10886 -1.07368 -0.88020
C -0.67598 -0.22888 0.06803
O -1.40705 -0.81477 1.12088
C -1.26305 1.10608 -0.37238
O -0.52437 1.69067 -1.41400
H 2.88875 -0.64969 0.33287
H 1.90053 -1.00780 1.76993
H 2.11963 0.67713 1.26002
H -0.11973 0.96360 -1.90717
H 0.13211 -1.81346 -1.66948
H -2.34980 -0.76736 0.91460
H -2.31563 0.95592 -0.67745
H -1.26633 1.79923 0.47726
```

## Properties
Energy relative to the best compared isomer or geometry (same formula, charge and spin) = 63.4 kcal per mole
LUMO = 0.032 Ha
Molar mass = 100.12 g/mol
Frontier orbital gap = 10.63 eV
E_HOMO = -0.359 Ha

Atom charges from the Löwdin analysis, given in e for atoms 1 to 6: -0.0202, -0.1617, 0.0938, -0.4500, 0.0172, -0.2083

***

Record 2
C25H62O10 | the ωB97M-V functional and the def2-TZVPD basis

```
97
C25H62O10 | the Open Molecules 2025 dataset | the ωB97M-V functional and the def2-TZVPD basis
C -4.30064 1.64455 3.21302
C -2.96510 1.31216 2.62715
C -2.35324 2.72631 2.64790
O -3.42923 3.66462 2.34405
C -4.59290 3.15833 2.98194
H -4.42236 1.32149 4.24690
H -5.10831 1.11802 2.70455
H -3.01646 0.93956 1.60410
H -2.47266 0.58572 3.27359
H -1.62311 2.78632 1.84081
H -1.92166 2.93583 3.62665
H -5.47211 3.31924 2.35808
H -4.66653 3.63717 3.95836
C 3.29374 2.92401 2.08942
C 1.78629 2.96003 2.19540
C 1.43954 1.83583 3.21062
O 2.70491 1.28185 3.63784
C 3.65754 2.33417 3.53569
H 3.76828 3.90153 2.00352
H 3.68769 2.17082 1.40706
H 1.41905 2.69219 1.20469
H 1.28069 3.86604 2.52949
H 0.87344 1.11559 2.61996
H 0.82132 2.08042 4.07438
H 4.65573 1.90367 3.61560
H 3.71179 2.96047 4.42614
C 3.01905 0.61268 -7.42756
C 3.53040 -0.73591 -6.90738
C 3.21675 -0.60690 -5.43391
O 1.99105 0.07732 -5.38287
C 1.81293 0.82173 -6.59522
H 2.81010 0.52608 -8.49384
H 3.79339 1.37819 -7.37769
H 4.61645 -0.75363 -6.99838
H 3.18077 -1.60049 -7.47160
H 4.05032 -0.10921 -4.93837
H 3.21069 -1.50904 -4.82217
H 1.85140 1.89271 -6.39617
H 0.82430 0.55667 -6.97000
C 3.84430 -4.76270 -1.83541
C 4.35847 -3.82959 -0.72547
C 4.11234 -4.48588 0.57642
O 3.96232 -5.87491 0.23802
C 3.25739 -6.00852 -1.04636
H 4.62413 -5.07611 -2.52948
H 3.09034 -4.27992 -2.45716
H 3.94704 -2.82231 -0.79033
H 5.41383 -3.76265 -0.98972
H 3.23144 -4.07187 1.06705
H 4.89339 -4.39140 1.33082
H 2.19620 -5.86680 -0.84173
H 3.35477 -6.98671 -1.51728
O -3.97653 -2.39102 -0.03278
H -4.58924 -2.06141 -0.69018
H -3.27934 -2.80559 -0.54100
O 3.45918 -1.41263 2.41124
H 3.24634 -0.69246 3.00477
H 3.12658 -1.12828 1.55991
O -2.40084 -0.65680 -3.78524
H -2.09586 -1.01830 -4.61743
H -2.25555 0.28590 -3.86547
C -6.14282 4.01899 -1.17213
C -5.42448 2.99294 -2.00943
C -4.20288 2.38050 -1.25598
O -6.34961 1.95665 -2.12721
H -7.09022 4.39830 -1.55509
H -5.54108 4.92380 -1.08650
H -6.37405 3.50201 -0.24081
H -5.23518 3.36808 -3.01518
H -3.64327 3.16262 -0.74294
H -3.44305 1.84980 -1.82968
H -4.51239 1.63322 -0.52531
H -7.17641 2.35185 -2.41327
C -1.19949 -0.81579 5.42999
C -0.90338 -1.73685 4.31941
C 0.62283 -1.99163 4.27356
O -1.53735 -3.03692 4.57062
H -0.89229 -1.17414 6.41250
H -2.25748 -0.56608 5.51003
H -0.64190 0.10950 5.28497
H -1.29079 -1.31791 3.39069
H 0.94037 -2.45942 3.34165
H 1.00509 -2.59154 5.09945
H 1.08791 -1.00674 4.31578
H -1.11848 -3.67226 3.98539
C 0.78183 -0.45181 -2.14545
C 0.83901 0.08680 -0.71697
C -0.49539 -0.18451 -0.02796
O 1.72824 -0.75222 0.02659
H -0.02977 -0.00736 -2.72153
H 0.83945 -1.53973 -2.18038
H 1.58782 0.07727 -2.65393
H 1.06929 1.15152 -0.67891
H -1.22182 0.56121 -0.35092
H -0.57597 0.00671 1.04210
H -0.77392 -1.20425 -0.29377
H 1.38759 -1.64927 0.05572
```

## Properties
<S²> = 0.75
LUMO (alpha / beta) = 0.090 / 0.089 Ha
Multiplicity = 2
Molar mass = 522.76 g/mol
Frontier orbital gap (alpha / beta) = 1.97 / 9.69 eV
Total charge = -1
E_HOMO (alpha / beta) = 0.018 / -0.267 Ha

Atom charges from the Löwdin analysis, given in e for atoms 1 to 6: -0.1795, -0.1599, -0.1772, -0.1552, -0.1919, 0.1040

***

Record 3
C3H14N3 | the ωB97M-V functional and the def2-TZVPD basis

```
20
C3H14N3 | the Open Molecules 2025 dataset | the ωB97M-V functional and the def2-TZVPD basis
C 2.04927 -2.44422 0.05881
N 1.55285 -1.12594 -0.39686
H 2.80586 -2.79502 -0.67003
H 2.51629 -2.33993 1.06971
H 1.20185 -3.15133 0.08956
H 1.04362 -1.17206 -1.25141
H 2.30368 -0.45539 -0.55866
H 0.86052 -0.64929 0.45227
C -1.24245 0.30618 0.39502
C -0.75417 1.64704 -0.18807
N -1.69267 2.06957 -1.25437
N -0.22476 -0.25802 1.30471
H -2.18769 0.50613 0.86215
H -1.36919 -0.41814 -0.47103
H -0.70305 2.37203 0.65913
H 0.24638 1.54581 -0.61244
H -1.38914 2.94515 -1.69076
H -2.61225 2.34564 -0.87562
H 0.02681 0.46132 1.98217
H -0.50747 -1.04811 1.84602
```

## Properties
Energy relative to the best compared isomer or geometry (same formula, charge and spin) = 6.6 kcal per mole
LUMO = -0.111 Ha
Molar mass = 92.17 g/mol
Frontier orbital gap = 10.00 eV
Total charge = +1
E_HOMO = -0.478 Ha

Atom charges from the Löwdin analysis, given in e for atoms 1 to 6: -0.0579, 0.0378, 0.1013, 0.1094, 0.1014, 0.1258